Record 1
Here is one molecule with the formula C15H17FN2O2 from the Open Molecules 2025 dataset. Energies are from ωB97M-V with the def2-TZVPD basis set.

Its total charge is 0. For the LUMO energy, the calculation gives -0.4 eV. The SMILES is CCOCCCNC(=O)/C(C#N)=C/c1ccccc1F. As for the HOMO energy: -9.34 eV.

Atoms and positions in Å:
F 2.549 -1.295 1.147
O -3.562 -0.463 -0.453
O 0.091 2.998 0.393
N -1.257 1.425 -0.525
N 0.431 -1.426 -1.026
C 4.691 1.105 -0.515
C 4.779 -1.486 0.463
C -0.079 1.890 -0.075
C 5.859 0.374 -0.597
C -3.312 1.548 0.834
C 2.308 1.339 0.063
C -3.291 -1.836 -0.644
C 1.061 0.912 -0.209
C -4.250 -2.769 0.091
C -3.302 0.017 0.849
C 0.748 -0.391 -0.641
C 3.611 -0.750 0.523
C -2.511 2.116 -0.348
C 5.904 -0.925 -0.114
C 3.527 0.552 0.024
H -5.278 -2.502 -0.138
H -2.890 1.900 1.776
H -4.103 -2.714 1.167
H -2.320 -0.350 1.190
H -3.387 -1.984 -1.723
H -3.092 2.002 -1.265
H 6.817 -1.497 -0.175
H 2.410 2.392 0.304
H 6.741 0.819 -1.032
H -2.254 -2.060 -0.350
H -1.327 0.482 -0.877
H 4.790 -2.485 0.869
H -2.290 3.171 -0.178
H 4.655 2.116 -0.893
H -4.059 -0.342 1.560
H -4.337 1.909 0.754
H -4.071 -3.792 -0.228

=====

Record 2
Here is C41H55N8SSi4TeTi as an isolated structure from the Open Molecules 2025 dataset. Energies are from ωB97M-V with the def2-TZVPD basis set.

Its total charge is -1. For the LUMO energy, the calculation gives 2.4 eV. As for the HOMO energy: -3.40 eV.

Atoms and positions in Å:
Te 0.299 -1.242 -0.711
Ti -0.099 -0.009 1.923
S 0.214 -3.050 2.157
Si -0.013 -0.125 -2.938
Si 0.857 2.049 -3.344
Si -2.193 -0.584 -3.673
Si 1.393 -1.495 -4.258
N -2.358 -3.618 2.691
N -0.204 2.144 2.811
N -1.890 -3.605 0.553
N -0.325 1.787 1.475
N 2.046 0.162 2.702
N -2.116 -0.267 2.296
N -0.216 -0.525 3.884
N -1.433 -0.757 4.480
C 3.420 1.920 3.773
C 1.176 3.456 4.201
C 2.195 1.533 3.237
C -2.987 4.197 -0.720
C -3.476 -0.405 -2.311
C 2.983 -0.153 1.626
C -3.770 -0.701 4.042
C 2.276 2.269 -2.146
C 1.487 2.106 -5.128
C 1.052 2.330 3.353
C -2.583 2.966 -1.211
C 0.890 -1.769 5.673
C 2.075 -2.283 6.164
C 1.041 -1.322 -6.106
C 1.202 -3.314 -3.807
C -1.386 -3.438 1.784
C -4.772 -0.536 3.156
C 3.285 -2.049 5.512
C -1.176 2.608 0.713
C 3.536 0.875 0.877
C 4.196 -1.755 0.304
C -3.162 -0.125 1.437
C -2.303 -2.402 -4.170
C -3.350 -3.609 0.562
C 2.108 -0.747 3.859
C -4.470 -0.256 1.784
C -0.242 3.572 -3.256
C 4.441 0.581 -0.132
C 2.376 3.822 4.765
C 0.882 -0.998 4.501
C -1.681 2.177 -0.514
C 3.303 -1.474 1.322
C -3.670 -3.754 2.064
C -2.646 0.472 -5.168
C -2.390 -0.571 3.627
C -1.555 3.868 1.190
C 3.284 -1.268 4.359
C 3.531 3.073 4.522
C 3.201 -1.094 -3.909
C -2.453 4.646 0.480
C 4.783 -0.728 -0.420
H 4.483 3.359 4.948
H 1.903 -3.919 -4.391
H -4.108 -4.730 2.282
H -4.339 -2.972 2.417
H -3.744 -4.445 -0.015
H 4.210 -2.462 5.891
H -0.445 3.892 -2.237
H 3.504 -0.086 -4.199
H -5.804 -0.622 3.479
H -2.742 5.615 0.871
H -5.241 -0.112 1.041
H -2.961 2.627 -2.167
H -3.693 4.805 -1.272
H 4.281 1.281 3.630
H 1.424 -3.452 -2.747
H 2.995 1.455 -2.243
H -4.397 -0.911 -2.619
H -1.363 1.216 -0.904
H -1.921 0.332 -5.974
H 0.286 4.378 -3.776
H 2.224 1.343 -5.377
H 2.849 -2.283 1.872
H -2.886 0.102 0.420
H 0.195 -3.693 -3.988
H -3.743 -2.675 0.154
H 3.370 -1.193 -2.835
H 0.647 2.001 -5.821
H -3.949 -0.910 5.089
H -1.204 3.427 -3.753
H 4.424 -2.788 0.075
H -3.100 -0.906 -1.415
H 1.898 2.241 -1.119
H -1.351 -3.235 -0.218
H 1.737 -1.949 -6.672
H 4.878 1.394 -0.699
H 2.055 -2.886 7.065
H 0.277 4.037 4.366
H -0.053 -1.966 6.161
H 4.216 -1.070 3.845
H -3.636 0.203 -5.551
H -2.212 -3.248 3.618
H 3.850 -1.810 -4.423
H -2.656 1.535 -4.917
H 0.027 -1.648 -6.351
H 5.489 -0.948 -1.211
H 1.149 -0.295 -6.455
H 1.941 3.086 -5.307
H 3.278 1.903 1.093
H -1.966 -3.035 -3.345
H -3.344 -2.658 -4.392
H 2.793 3.220 -2.303
H 2.426 4.707 5.388
H -1.144 4.195 2.133
H -1.696 -2.650 -5.043
H -3.726 0.616 -2.035

=====

Record 3
Here is C3HErO3 as an isolated structure from the Open Molecules 2025 dataset. Energies are from ωB97M-V with the def2-TZVPD basis set.

Its total charge is 0. For the LUMO energy (alpha / beta), the calculation gives -0.8 / -1.0 eV. Its spin multiplicity is 4. As for the HOMO energy (alpha / beta): -6.65 / -6.64 eV.

Atoms and positions in Å:
Er -2.730 2.300 -2.158
O 0.626 0.654 0.715
O -0.668 1.337 -0.900
O -0.497 -1.883 -0.211
C -0.567 0.545 0.048
C 1.232 -0.595 0.778
C 0.644 -1.619 0.156
H 1.961 -0.740 1.571

=====

Record 4
Here is C48H76Cl8CuN5O4 as an isolated structure from the Open Molecules 2025 dataset. Energies are from ωB97M-V with the def2-TZVPD basis set.

Its total charge is 0. For the LUMO energy, the calculation gives -1.5 eV. As for the HOMO energy: -6.26 eV.

Atoms and positions in Å:
Cu 18.986 -14.614 2.313
Cl 22.522 -8.866 6.533
Cl 25.615 -9.619 7.245
Cl 28.338 -9.064 4.492
Cl 27.186 -11.831 2.848
Cl 24.446 -17.929 -0.975
Cl 23.350 -12.474 12.231
Cl 26.729 -9.771 11.457
Cl 26.052 -15.403 2.295
O 15.092 -10.013 10.856
O 17.649 -13.946 13.836
O 19.672 -16.138 3.834
O 19.482 -14.072 0.019
N 22.622 -13.042 5.688
N 22.615 -17.622 7.529
N 23.882 -11.068 0.392
N 21.709 -7.527 -0.562
N 26.685 -14.434 7.481
C 16.509 -11.977 10.952
C 24.127 -13.087 5.810
C 25.028 -16.068 0.969
C 16.873 -13.375 8.922
C 17.813 -14.181 9.632
C 23.956 -11.263 -0.717
C 18.922 -8.699 1.765
C 25.103 -7.919 6.880
C 22.326 -14.080 3.377
C 15.830 -10.770 13.035
C 27.119 -11.680 4.603
C 27.720 -14.204 8.000
C 20.004 -9.725 1.486
C 22.185 -12.000 4.635
C 20.467 -9.747 0.026
C 25.008 -12.520 -2.710
C 23.981 -17.827 9.768
C 22.463 -14.016 8.018
C 25.893 -18.928 8.319
C 17.152 -12.977 13.146
C 25.553 -17.373 0.339
C 24.131 -11.418 -2.155
C 24.930 -18.995 9.581
C 21.157 -8.507 -0.295
C 23.215 -17.693 8.526
C 21.613 -14.028 9.381
C 21.953 -15.297 10.206
C 17.976 -13.919 10.955
C 22.030 -14.256 4.871
C 15.473 -9.587 13.756
C 15.722 -10.828 11.573
C 24.099 -10.949 11.776
C 16.198 -10.418 15.822
C 20.748 -14.444 0.000
C 28.356 -10.795 5.107
C 22.326 -12.614 3.218
C 21.924 -12.931 7.085
C 24.304 -13.841 -2.565
C 25.667 -11.028 12.150
C 29.041 -13.978 8.597
C 16.494 -11.742 13.723
C 17.263 -12.953 11.652
C 16.316 -12.276 9.593
C 23.639 -7.683 7.272
C 15.632 -9.394 15.118
C 29.456 -14.964 9.798
C 16.551 -11.605 15.131
C 28.774 -16.421 9.792
H 21.225 -15.276 11.016
H 22.970 -15.349 10.596
H 20.896 -9.572 2.094
H 23.193 -12.215 2.690
H 25.973 -12.323 -2.242
H 16.327 -10.300 16.888
H 25.150 -12.311 -3.770
H 20.882 -13.138 6.838
H 20.534 -14.042 9.227
H 17.965 -8.770 1.247
H 21.680 -16.138 9.569
H 19.673 -9.933 -0.697
H 21.279 -13.579 0.397
H 19.777 -10.777 1.657
H 23.464 -7.876 8.331
H 21.127 -11.778 4.775
H 28.163 -10.629 6.167
H 24.046 -14.011 -1.520
H 25.330 -18.636 7.432
H 23.532 -13.932 8.215
H 29.256 -11.369 4.890
H 22.413 -15.186 5.291
H 20.949 -14.352 4.967
H 26.058 -11.990 11.820
H 21.735 -13.211 10.092
H 25.673 -18.190 1.050
H 23.550 -10.222 12.374
H 24.329 -14.140 6.012
H 23.239 -6.692 7.058
H 18.776 -8.837 2.836
H 23.353 -14.380 3.167
H 19.907 -16.889 4.412
H 30.534 -15.058 9.932
H 24.277 -19.830 9.325
H 26.593 -19.751 8.175
H 23.918 -10.797 10.712
H 16.514 -13.643 7.940
H 21.291 -14.719 -0.904
H 26.540 -17.195 -0.088
H 16.870 -12.451 15.722
H 23.343 -13.767 -3.075
H 24.518 -12.821 4.828
H 24.836 -14.645 -3.073
H 21.979 -11.866 7.312
H 15.358 -8.431 15.524
H 26.134 -11.302 4.881
H 19.220 -7.657 1.645
H 22.312 -15.026 7.637
H 20.999 -15.240 0.701
H 27.226 -12.594 5.187
H 21.084 -10.628 -0.148
H 25.144 -7.833 5.794
H 14.986 -8.871 13.110
H 15.684 -11.699 8.935
H 27.705 -16.318 9.979
H 18.262 -15.079 9.233
H 24.500 -12.415 6.583
H 22.631 -11.045 4.915
H 18.538 -14.742 11.372
H 24.039 -16.421 1.261
H 21.417 -12.260 2.731
H 29.843 -13.938 7.860
H 26.527 -18.045 8.402
H 29.069 -17.090 8.984
H 23.270 -17.905 10.591
H 24.531 -10.485 -2.553
H 29.063 -14.545 10.724
H 25.694 -7.201 7.449
H 23.168 -11.656 -2.606
H 25.450 -19.196 10.517
H 24.584 -16.921 9.834
H 25.815 -11.145 13.223
H 29.249 -17.079 10.520
H 29.008 -12.966 9.000
H 24.923 -15.343 0.162
H 21.675 -14.750 2.816

=====

Record 5
Here is a 2-piece molecular cluster, C6H14N2O2 overall from the Open Molecules 2025 dataset. Energies are from ωB97M-V with the def2-TZVPD basis set.

Its total charge is 0. For the LUMO energy, the calculation gives 0.6 eV. The SMILES is CNC(C)=O.CNC(C)=O. As for the HOMO energy: -9.00 eV.

Atoms and positions in Å:
O -2.133 0.005 -2.593
O 0.627 0.319 0.579
N -1.126 -1.378 -0.988
N 1.585 1.382 2.249
C 1.294 -1.131 2.398
C 1.369 2.640 1.470
C -2.311 -1.113 -0.224
C 0.306 -0.358 -2.805
C -1.083 -0.539 -2.173
C 1.208 0.114 1.675
H 2.017 -1.242 3.221
H 2.253 1.384 2.990
H -2.215 -1.641 0.788
H -3.090 -1.567 -0.880
H 0.932 -1.260 -2.936
H 0.185 -0.008 -3.786
H -0.236 -1.442 -0.561
H 0.373 3.049 1.651
H 0.328 -1.319 3.023
H -2.602 -0.110 0.082
H 1.098 0.269 -2.099
H 1.334 2.335 0.333
H 1.498 -2.008 1.806
H 2.263 3.267 1.605

=====

Q: Number 4 is which compound?
A: C48H76Cl8CuN5O4